(1)
2 unconnected molecules or ions with the total composition C3H12N2S, computed with the ωB97M-V functional and the def2-TZVPD basis.

Output
ΔE to the lowest compared entry with this formula, charge and spin (kcal per mole): 6.6
⟨S²⟩: 0.751
E (Ha): -629.12697
Total charge: -1
Gap between HOMO and LUMO (spin up / spin down) (Eh): 0.0973 / 0.3300
HOMO level (spin up / spin down) (eV): 1.0 / -5.3
Spin multiplicity: 2

Atoms and positions in Å:
C -3.000 0.838 -0.851
C -2.955 -0.562 -1.416
S -1.455 -1.661 -0.941
H -2.213 1.515 -1.180
H -2.954 0.833 0.234
H -3.959 1.305 -1.089
H -3.858 -1.084 -1.094
H -2.931 -0.579 -2.495
H -1.578 -1.674 0.432
N 1.840 0.398 0.352
C 2.739 0.351 1.485
N 4.119 -0.157 1.082
H 0.918 0.724 0.626
H 1.727 -0.489 -0.110
H 2.861 1.382 1.766
H 2.339 -0.296 2.263
H 4.162 -1.132 0.775
H 4.197 0.289 0.160

=====

(2)
2 unconnected molecules or ions with the total composition C3H12N2S, computed with the ωB97M-V functional and the def2-TZVPD basis.

Output
Structure (SMILES): NCCN.CS
ΔE to the lowest compared entry with this formula, charge and spin (kcal per mole): 6.3
E (Ha): -629.16948
Gap between HOMO and LUMO (Eh): 0.3635
HOMO level (eV): -9.2
Spin multiplicity: 1

Atoms and positions in Å:
N 1.866 -1.939 0.271
C 1.474 -0.531 0.074
C 1.360 0.186 1.411
N 1.039 1.587 1.153
H 1.898 -2.374 -0.645
H 1.088 -2.407 0.731
H 0.541 -0.419 -0.494
H 2.263 -0.038 -0.495
H 0.629 -0.326 2.048
H 2.332 0.112 1.897
H 0.176 1.631 0.616
H 0.893 2.130 1.988
C -2.565 0.813 -1.150
S -3.352 -0.271 -2.393
H -2.347 1.774 -1.609
H -3.214 0.957 -0.292
H -1.627 0.373 -0.830
H -2.454 -1.258 -2.280

=====

(3)
2 unconnected molecules or ions with the total composition C3H12N2S, computed with the ωB97M-V functional and the def2-TZVPD basis.

Output
Structure (SMILES): CCS.NCN
ΔE to the lowest compared entry with this formula, charge and spin (kcal per mole): 8.7
E (Ha): -629.16567
Gap between HOMO and LUMO (Eh): 0.3651
HOMO level (eV): -9.1
Spin multiplicity: 1

Atoms and positions in Å:
C 2.561 0.760 -0.099
C 1.621 1.409 0.900
S 0.961 2.975 0.310
H 2.069 0.447 -1.023
H 3.447 1.292 -0.444
H 2.998 -0.144 0.352
H 2.118 1.571 1.857
H 0.844 0.684 1.134
H -0.309 2.569 0.154
N -2.235 -2.425 0.141
C -1.531 -1.173 0.153
N -1.858 -0.282 -0.973
H -3.218 -2.249 -0.001
H -2.021 -2.905 -0.729
H -0.443 -1.272 0.186
H -1.702 -0.683 1.120
H -2.284 -0.760 -1.747
H -1.019 0.185 -1.291

=====

(4)
2 unconnected molecules or ions with the total composition C3H12N2S, computed with the ωB97M-V functional and the def2-TZVPD basis.

Output
Structure (SMILES): CSC.NCN
ΔE to the lowest compared entry with this formula, charge and spin (kcal per mole): 11.0
E (Ha): -629.16193
Gap between HOMO and LUMO (Eh): 0.3433
HOMO level (eV): -8.6
Spin multiplicity: 1

Atoms and positions in Å:
C -0.960 -0.338 -2.199
S -0.957 1.503 -2.172
C 0.865 1.665 -2.130
H -0.593 -0.672 -3.164
H -1.976 -0.707 -2.072
H -0.408 -0.682 -1.328
H 1.267 2.616 -2.465
H 1.238 1.543 -1.107
H 1.308 0.827 -2.670
N -0.517 -1.682 3.346
C 0.465 -0.815 2.744
N 1.801 -1.421 2.459
H -0.957 -2.297 2.669
H -0.109 -2.333 3.988
H 0.098 -0.439 1.793
H 0.803 0.026 3.351
H 2.105 -2.068 3.175
H 1.794 -1.847 1.542

=====

(5)
2 unconnected molecules or ions with the total composition C3H12N2S, computed with the ωB97M-V functional and the def2-TZVPD basis.

Output
Structure (SMILES): CSC.NCN
ΔE to the lowest compared entry with this formula, charge and spin (kcal per mole): 9.7
E (Ha): -629.16402
Gap between HOMO and LUMO (Eh): 0.3455
HOMO level (eV): -8.5
Spin multiplicity: 1

Atoms and positions in Å:
C 1.649 -0.242 -1.824
S 0.557 -1.496 -1.027
C 1.510 -1.962 0.443
H 1.314 -0.236 -2.852
H 2.659 -0.462 -1.525
H 1.376 0.720 -1.399
H 1.557 -3.047 0.511
H 2.519 -1.589 0.305
H 1.098 -1.536 1.347
N -2.390 0.215 0.368
C -1.253 0.806 1.098
N -0.919 2.173 0.740
H -3.030 0.940 0.059
H -2.089 -0.246 -0.482
H -1.521 0.674 2.139
H -0.432 0.113 0.920
H -1.261 2.342 -0.196
H -1.343 2.833 1.375

=====

(6)
2 unconnected molecules or ions with the total composition C3H12N3O, computed with the ωB97M-V functional and the def2-TZVPD basis.

Output
ΔE to the lowest compared entry with this formula, charge and spin (kcal per mole): 13.0
E (Ha): -360.81407
Total charge: +1
Gap between HOMO and LUMO (Eh): 0.4262
HOMO level (eV): -14.4
Spin multiplicity: 1

Atoms and positions in Å:
C 0.725 1.754 1.509
C 1.152 1.141 0.173
N 0.140 0.234 -0.414
C 0.200 -1.079 -0.132
N -0.840 -1.875 -0.421
N 1.329 -1.668 0.289
H -0.233 2.286 1.501
H 1.593 2.300 1.925
H 0.587 1.025 2.363
H 1.254 2.046 -0.422
H 2.074 0.580 0.247
H -0.763 0.666 -0.576
H -1.700 -1.444 -0.721
H -1.052 -2.745 0.045
H 1.470 -2.661 0.337
H 2.107 -1.082 0.522
H -3.246 0.608 -1.706
H -2.360 -0.189 -2.713
O -2.438 0.102 -1.806

=====

(7)
2 unconnected molecules or ions with the total composition C3H12N3O, computed with the ωB97M-V functional and the def2-TZVPD basis.

Output
ΔE to the lowest compared entry with this formula, charge and spin (kcal per mole): 112.8
E (Ha): -360.65497
Total charge: +1
Gap between HOMO and LUMO (Eh): 0.2873
HOMO level (eV): -10.8
Spin multiplicity: 1

Atoms and positions in Å:
C -1.047 -0.425 1.168
C 0.867 -0.366 -1.629
C -0.011 0.384 0.530
N -0.159 -0.208 -2.468
N -0.393 1.741 0.440
N 1.176 0.177 1.546
O 1.390 -1.549 -1.392
H -2.004 -0.230 0.645
H -0.711 -1.410 1.250
H -1.061 0.014 2.190
H 1.555 0.364 -1.403
H -0.478 0.769 -2.647
H -0.569 -1.008 -2.772
H 0.244 2.513 0.573
H -1.398 1.866 0.837
H 1.396 -0.750 1.207
H 1.972 0.689 1.318
H 1.029 0.190 2.606
H 1.055 -2.250 -1.920